(one)
A structure of composition C4H9P, computed with ωB97M-V/def2-TZVPD.

Positions of all 14 atoms, in Å:
C -1.753 -0.416 0.021
C -1.115 -0.455 -0.984
C -0.789 -0.420 -2.375
C 0.427 1.217 2.134
P 1.938 1.662 1.541
H 1.549 -1.074 0.763
H -1.982 -0.267 1.115
H -1.754 -0.610 -2.879
H 0.015 -1.152 -2.546
H -0.459 0.490 -2.727
H -0.062 1.897 2.758
H 0.063 0.188 2.109
H 2.480 0.434 0.961
H 1.441 -1.495 0.108

Computed properties:
Gap between HOMO and LUMO = 9.81 eV
Highest occupied orbital energy = -9.7 eV
LUMO energy = 0.1521 eV

(two)
A cluster of 2 separate species, C4H9P in total, computed with ωB97M-V/def2-TZVPD.

Positions of all 14 atoms, in Å:
C -2.453 0.019 0.130
C -1.122 0.048 0.108
C 1.090 -1.504 0.107
C 1.091 1.549 0.188
P 0.385 0.011 0.989
H -3.036 -0.045 -0.813
H -2.826 -0.055 1.090
H -0.186 -0.282 -1.973
H 0.508 -1.587 -0.797
H 1.004 -2.371 0.802
H 2.147 -1.333 -0.106
H 0.436 2.243 0.739
H 0.889 1.442 -0.883
H 2.074 1.864 0.419

Computed properties:
Gap between HOMO and LUMO (alpha / beta) = 7.35 / 8.89 eV
Highest occupied orbital energy (alpha / beta) = -7.6 / -9.0 eV
LUMO energy (alpha / beta) = -0.2966 / -0.0906 eV

(three)
A cluster of 2 separate species, C4H9P in total, computed with ωB97M-V/def2-TZVPD.

Positions of all 14 atoms, in Å:
C -0.983 1.280 1.368
C 0.125 0.504 1.269
C 1.618 1.107 1.211
H -1.008 2.371 1.282
H -2.027 0.914 1.496
H 0.218 -0.614 1.091
H 1.999 1.017 0.266
H 2.216 0.467 1.820
H 1.803 2.155 1.598
C -0.876 -2.361 -2.274
P 0.204 -1.062 -2.078
H -0.373 -3.320 -2.510
H -1.927 -2.395 -2.453
H -0.988 -0.063 -2.086

Computed properties:
Structure (SMILES) = C=CC.C=P
Gap between HOMO and LUMO = 9.56 eV
Highest occupied orbital energy = -9.5 eV
LUMO energy = 0.0599 eV

Least stable: (two)

(one)
A cluster of 3 separate species, C2H10N2O2 in total, computed with ωB97M-V/def2-TZVPD.

Positions of all 16 atoms, in Å:
N -1.773 1.052 0.516
C -0.719 1.062 -0.410
C -0.765 1.947 -1.477
N 0.360 1.971 -2.499
H -2.604 1.039 0.112
H -1.626 1.202 1.505
H 0.173 0.473 -0.374
H -1.624 2.635 -1.768
H 0.439 2.862 -3.000
H 1.262 1.916 -2.009
O -0.647 -6.456 1.305
H 0.235 -6.641 1.488
H -0.677 -5.733 0.640
O 2.686 1.302 1.965
H 3.180 0.528 1.490
H 2.099 0.842 2.516

Computed properties:
Structure (SMILES) = N/C=C/N.O.O
Gap between HOMO and LUMO = 8.18 eV
Highest occupied orbital energy = -7.6 eV
LUMO energy = 0.6098 eV

(two)
A cluster of 4 separate species, C2H10N2O2 in total, computed with ωB97M-V/def2-TZVPD.

Positions of all 16 atoms, in Å:
C -0.219 -1.402 -0.870
N -0.341 -0.722 -2.152
C 0.161 1.580 1.178
N -0.515 0.853 1.928
H -0.661 -2.392 -0.943
H -0.488 -0.841 0.040
H 0.848 -1.624 -0.816
H 0.012 0.277 -1.937
H -0.285 1.963 0.156
H 1.218 1.754 1.360
H 1.035 2.154 -1.914
H -1.335 -0.533 -2.288
O 0.496 1.570 -1.363
H -0.215 -0.241 1.837
H -0.212 -2.128 2.247
O 0.302 -1.606 1.615

Computed properties:
Gap between HOMO and LUMO = 4.50 eV
Highest occupied orbital energy = -8.8 eV
LUMO energy = -4.2564 eV

(three)
A cluster of 2 separate species, C2H10N2O2 in total, computed with ωB97M-V/def2-TZVPD.

Positions of all 16 atoms, in Å:
N 1.938 -0.650 0.313
C 2.040 -1.913 -0.392
O 0.800 -2.399 -0.902
H 1.819 0.087 -0.375
H 1.145 -0.642 0.941
H 2.780 -1.776 -1.170
H 2.299 -2.672 0.329
H 0.351 -1.679 -1.359
N -2.464 1.887 0.920
C -1.144 1.559 0.527
O -1.021 0.542 -0.511
H -3.020 2.256 0.158
H -2.957 1.064 1.255
H -0.530 2.408 0.249
H -0.628 1.076 1.356
H -1.409 0.851 -1.340

Computed properties:
Structure (SMILES) = NCO.NCO
Gap between HOMO and LUMO = 10.07 eV
Highest occupied orbital energy = -9.4 eV
LUMO energy = 0.6262 eV

Least stable: (two)

(one)
An isolated molecule of C3H6N2O2S, computed with ωB97M-V/def2-TZVPD.

Positions of all 14 atoms, in Å:
C -2.230 -0.944 -1.206
S -1.024 0.254 -0.642
C 0.242 -0.846 -0.134
O 0.208 -2.010 -0.374
N 1.395 -0.327 0.456
C 1.795 0.985 0.821
N 0.862 1.934 0.955
O 2.980 1.209 1.026
H -1.874 -1.551 -2.070
H -2.480 -1.637 -0.390
H -3.106 -0.414 -1.599
H 2.147 -1.022 0.567
H -0.103 1.645 1.095
H 1.190 2.724 1.494

Computed properties:
Structure (SMILES) = CSC(=O)NC(N)=O
Gap between HOMO and LUMO = 10.45 eV
Highest occupied orbital energy = -10.0 eV
LUMO energy = 0.4794 eV

(two)
A structure of composition C3H6N2O2S, computed with ωB97M-V/def2-TZVPD.

Positions of all 14 atoms, in Å:
C -0.319 0.940 -0.151
C 2.534 -0.991 1.087
C -1.787 0.758 -0.214
N 0.368 1.978 0.085
N 0.362 -0.265 -0.305
O 2.592 0.304 -1.332
O 1.675 1.737 0.375
S 1.978 0.145 -0.062
H 3.561 -0.798 1.455
H 1.817 -0.774 1.811
H -2.295 1.672 0.233
H -2.044 -0.206 0.300
H -2.105 0.659 -1.193
H 0.022 -1.070 0.221

Computed properties:
Gap between HOMO and LUMO = 9.54 eV
Highest occupied orbital energy = -9.1 eV
LUMO energy = 0.4080 eV

(three)
An isolated molecule of C3H6N2O2S, computed with ωB97M-V/def2-TZVPD.

Positions of all 14 atoms, in Å:
C 1.218 -1.459 0.002
C 0.737 -0.038 -0.140
N -0.427 0.405 -0.355
S -1.742 -0.613 -0.137
C -3.148 0.393 -0.097
O -3.154 1.556 -0.002
N 1.779 0.784 -0.211
O 1.487 2.151 -0.137
H 2.336 -1.388 -0.176
H 1.170 -1.977 1.006
H 0.668 -2.109 -0.786
H -4.011 -0.356 -0.042
H 2.539 0.525 0.492
H 0.547 2.124 0.585

Computed properties:
Structure (SMILES) = C/C(=N\SC=O)NO
Gap between HOMO and LUMO = 9.37 eV
Highest occupied orbital energy = -8.8 eV
LUMO energy = 0.5652 eV

Least stable: (two)

(one)
A structure of composition C3H5O3, computed with ωB97M-V/def2-TZVPD.

Positions of all 11 atoms, in Å:
O 0.629 1.489 -2.245
C 0.737 0.500 -1.482
O 1.353 -0.579 -1.674
C -0.157 0.483 -0.267
C -0.094 -0.655 0.755
O -1.359 -0.514 1.997
H 0.120 1.434 0.232
H -1.207 0.664 -0.514
H 0.938 -1.018 0.917
H -0.654 -1.502 0.353
H -0.306 -0.302 1.928

Computed properties:
Gap between HOMO and LUMO = 8.22 eV
Highest occupied orbital energy = -4.4 eV
LUMO energy = 3.8197 eV
Charge = -1

(two)
A cluster of 2 separate species, C3H5O3 in total, computed with ωB97M-V/def2-TZVPD.

Positions of all 11 atoms, in Å:
C 2.417 0.743 -1.107
C 1.148 0.591 -0.701
O 0.724 -0.483 -0.083
H 2.855 1.725 -1.208
H 3.081 -0.112 -0.967
H 0.427 1.386 -0.877
H -0.269 -0.525 0.077
O -1.666 -1.196 0.485
C -2.611 -0.829 1.262
O -2.583 -0.685 2.477
H -3.524 -0.617 0.642

Computed properties:
Gap between HOMO and LUMO = 8.93 eV
Highest occupied orbital energy = -4.8 eV
LUMO energy = 4.1291 eV
Charge = -1

Least stable: (one)

(one)
A cluster of 2 separate species, C2H2N2OS in total, computed with ωB97M-V/def2-TZVPD.

Positions of all 8 atoms, in Å:
N -2.262 -0.435 -1.855
N -2.434 -0.305 -0.733
O -1.872 -0.124 0.253
C 0.064 -0.093 -0.181
C 0.042 -0.068 -1.556
S 0.763 -0.231 -2.958
H 0.248 -1.153 0.066
H 0.190 0.596 0.637

Computed properties:
Structure (SMILES) = N#[N+][O-].C=C=S
Gap between HOMO and LUMO = 7.94 eV
Highest occupied orbital energy = -8.2 eV
LUMO energy = -0.2309 eV

(two)
A cluster of 2 separate species, C2H2N2OS in total, computed with ωB97M-V/def2-TZVPD.

Positions of all 8 atoms, in Å:
C 1.959 0.540 0.882
N 1.627 -0.574 0.704
S 0.764 -1.914 0.717
H 2.300 1.506 0.592
N -1.276 0.332 -0.255
C -1.951 0.017 -1.190
O -2.555 -0.382 -2.089
H -0.868 0.475 0.638

Computed properties:
Structure (SMILES) = C#[N+][S-].N=C=O
Gap between HOMO and LUMO = 8.86 eV
Highest occupied orbital energy = -8.9 eV
LUMO energy = -0.0533 eV

Least stable: (one)